Record 1
This record from the OMol25 dataset describes a single C4H8O molecule. The level of theory is the ωB97M-V functional and the def2-TZVPD basis.

Structure (XYZ):
```
13
Properties=species:S:1:pos:R:3:forces:R:3
O 0.2212 0.6202 -2.1663 0.3 0.1 0.0
C -0.6867 0.3447 -1.1178 -0.3 -0.1 0.2
C -0.1325 -0.5819 -0.0609 0.0 -0.1 -0.1
C -0.3782 -0.2939 1.3921 -0.1 0.0 0.2
C 0.9964 -0.1128 0.8172 0.2 0.1 0.0
H 1.0350 0.9453 -1.7598 -0.1 -0.1 -0.1
H -1.5524 -0.1235 -1.5966 0.1 0.1 0.1
H -1.0368 1.2776 -0.6442 0.1 -0.1 -0.1
H -0.1036 -1.6324 -0.3431 0.0 0.2 0.0
H -0.9326 0.6074 1.6425 0.1 -0.2 -0.1
H -0.5573 -1.1279 2.0632 0.1 0.1 -0.1
H 1.3584 0.9062 0.6923 -0.1 -0.1 0.0
H 1.7690 -0.8291 1.0816 -0.1 0.1 0.0
```
Forces are in eV/Å.

Output
Relative energy (zero: lowest compared OMol25 entry of this formula, charge and spin) = 24.5 kcal/mol
SMILES = OCC1CC1
Charge = 0
Frontier orbital gap = 11.34 eV
LUMO energy = 1.08 eV

Record 2
This record from the OMol25 dataset describes a molecular structure, C32H48N3O2PtSi4Te at a distorted geometry. The level of theory is the ωB97M-V functional and the def2-TZVPD basis.

Structure (XYZ):
```
91
Properties=species:S:1:pos:R:3:forces:R:3
Pt 1.6477 -1.5202 -0.9232 0.9 -1.3 -0.6
C 0.0110 0.1280 -3.8107 0.0 -0.1 0.1
C 0.9495 1.2303 -3.4001 0.0 -0.1 -0.1
C 0.6675 2.5464 -3.7402 0.1 0.1 0.0
C 1.5819 3.5579 -3.4848 -0.1 -0.1 0.1
C 2.7832 3.2562 -2.8682 0.0 0.0 0.0
C 3.1009 1.9499 -2.5078 0.0 0.0 0.1
C 4.4283 1.6432 -1.8773 0.0 -0.1 0.0
C 2.1741 0.9418 -2.7827 -0.1 0.2 -0.2
N 2.4744 -0.4185 -2.4858 -0.6 0.2 1.0
C 3.4013 -1.0268 -3.2862 0.4 -0.3 -0.4
O 4.0410 -0.5082 -4.1797 -0.2 0.1 0.2
C 3.5482 -2.5087 -3.0263 0.1 0.0 -0.1
C 4.2189 -3.4014 -3.8484 0.0 0.1 0.1
C 4.1520 -4.7535 -3.5329 -0.1 0.0 0.1
C 3.4246 -5.1855 -2.4239 0.1 0.1 0.0
C 2.8012 -4.2210 -1.6549 -0.1 -0.1 0.1
N 2.8988 -2.9447 -1.9675 0.0 0.0 -0.2
C 1.9508 -4.4816 -0.4465 0.0 0.1 0.5
O 1.8952 -5.5673 0.0797 0.0 0.0 -0.2
N 1.2968 -3.3416 0.0481 0.2 1.1 -0.8
C 0.4116 -3.5228 1.1212 -0.4 -0.3 0.6
C -0.7571 -4.2896 0.9602 0.1 0.3 -0.1
C -1.1081 -4.9248 -0.3535 0.0 0.0 0.0
C -1.6049 -4.4342 2.0503 0.0 0.0 0.0
C -1.2938 -3.8726 3.2757 0.0 0.1 0.0
C -0.1259 -3.1425 3.4297 -0.1 0.0 0.1
C 0.7414 -2.9465 2.3655 0.1 -0.3 -0.2
C 2.0818 -2.3022 2.5934 0.0 0.1 -0.1
H -0.9096 0.5395 -4.2197 0.0 0.0 0.0
H -0.2420 -0.5439 -2.9850 0.0 0.0 0.0
H 0.4726 -0.4943 -4.5803 0.0 0.0 0.0
H -0.2651 2.7745 -4.2414 0.0 0.0 0.0
H 1.3583 4.5773 -3.7688 0.0 0.0 0.0
H 3.5034 4.0401 -2.6711 0.0 0.0 0.0
H 4.8415 2.5282 -1.3981 0.0 0.0 0.0
H 5.1335 1.2991 -2.6356 0.0 0.0 0.0
H 4.3437 0.8502 -1.1323 0.0 0.0 0.0
H 4.7555 -3.0247 -4.7065 0.0 0.0 0.0
H 4.6490 -5.4776 -4.1629 0.0 0.0 0.0
H 3.3328 -6.2274 -2.1567 0.0 0.0 0.0
H -0.8256 -4.2960 -1.1997 0.0 0.0 0.0
H -2.1780 -5.1138 -0.4107 0.0 0.0 0.0
H -0.5872 -5.8771 -0.4599 0.0 0.0 0.0
H -2.5156 -5.0084 1.9349 0.0 0.0 0.0
H -1.9583 -4.0145 4.1174 0.0 0.0 0.0
H 0.1348 -2.7449 4.4030 0.0 0.0 0.0
H 2.1829 -2.0019 3.6341 0.0 0.0 0.0
H 2.2533 -1.4265 1.9603 0.0 0.0 0.1
H 2.8832 -3.0082 2.3673 0.0 0.0 0.0
C -3.7538 0.0512 -0.9269 0.0 0.1 0.0
Si -3.2702 1.8087 -0.5007 0.0 0.0 -0.1
C -4.6897 2.7701 0.2499 0.0 0.0 0.0
C -2.5718 2.6658 -2.0076 0.0 -0.1 0.1
Si -1.6160 1.7631 1.2087 0.0 0.1 0.1
Te 0.0595 0.1257 0.1806 -0.3 0.3 0.3
Si -2.3041 0.7044 3.2249 0.0 -0.2 0.0
C -3.3442 1.9610 4.1413 0.1 0.0 -0.1
C -0.7814 0.2487 4.2131 0.0 0.1 -0.1
C -3.3176 -0.7950 2.7538 0.0 0.1 0.0
Si -0.3359 3.7430 1.5575 0.1 0.0 -0.1
C 1.0095 3.3768 2.8053 -0.1 0.0 0.0
C -1.5608 5.0385 2.1220 0.0 -0.1 0.0
C 0.4556 4.2005 -0.0662 0.0 0.0 0.0
H -4.5067 0.0548 -1.7174 0.0 0.0 0.0
H -4.1666 -0.4845 -0.0735 0.0 0.0 0.0
H -2.8949 -0.5135 -1.2953 0.0 0.0 0.0
H -5.4951 2.8759 -0.4790 0.0 0.0 0.0
H -4.3798 3.7718 0.5478 0.0 0.1 0.0
H -5.1006 2.2690 1.1262 0.0 0.0 0.0
H -3.3209 2.6836 -2.8017 0.0 0.0 0.0
H -1.6911 2.1452 -2.3874 0.0 0.0 0.0
H -2.2864 3.6955 -1.7968 0.0 0.1 0.0
H -2.7681 2.8496 4.3984 0.0 0.0 0.0
H -3.7092 1.5244 5.0729 0.0 0.0 0.0
H -4.2108 2.2748 3.5601 0.0 0.0 0.0
H -0.2374 1.1364 4.5313 0.0 0.1 0.0
H -0.1000 -0.3721 3.6298 0.0 0.0 0.0
H -1.0600 -0.3088 5.1091 0.0 0.0 0.0
H -4.2879 -0.4935 2.3562 0.0 0.0 0.0
H -3.4992 -1.4305 3.6214 0.0 0.0 0.1
H -2.8120 -1.3998 2.0015 0.1 -0.1 0.0
H 0.6321 3.1581 3.8023 -0.1 0.0 0.0
H 1.6779 4.2366 2.8843 0.0 0.0 0.0
H 1.6071 2.5259 2.4726 0.0 0.0 0.0
H -2.0778 4.7670 3.0410 0.0 0.0 0.0
H -2.3115 5.2131 1.3502 0.0 0.0 0.0
H -1.0422 5.9830 2.2965 0.0 0.0 0.0
H 1.1293 3.4089 -0.3994 0.1 0.0 -0.1
H 1.0491 5.1103 0.0400 0.0 0.1 0.0
H -0.2717 4.3667 -0.8585 0.0 0.0 -0.1
```
Forces are in eV/Å.

Output
Relative energy (zero: lowest compared OMol25 entry of this formula, charge and spin) = 2.6 kcal/mol
Expectation value of S² = 6.031
2S+1 = 5
Charge = +1
Frontier orbital gap (spin up / spin down) = 6.84 / 4.87 eV
LUMO energy (spin up / spin down) = -2.80 / -5.83 eV

> charge of number 1 (C4H8O)?

0